ORCA calculation (the ωB97M-V functional and the def2-TZVPD basis) on 2 unconnected molecules or ions with the total composition C6H11N.

Properties
spin multiplicity: 1
E: -7888.4591 eV
LUMO: 0.920 eV
SMILES: [H]/N=C(/C)C=C=C.C
HOMO level: -9.58 eV
charge: 0

CARTESIAN COORDINATES (ANGSTROEM)
1 C 1.46951 -1.23132 1.09621
2 H -1.29663 -1.86953 -0.58626
3 H -0.92813 0.44280 -2.15724
4 H 2.58156 1.47163 -0.70958
5 H -2.76776 -1.00748 -1.05629
6 C 1.64618 2.00404 -0.78784
7 C -1.33446 0.18494 -0.01691
8 H -0.93668 1.60558 1.22285
9 H 1.69596 3.07749 -0.69259
10 C -2.02397 -1.11988 -0.26754
11 H 1.40518 -0.23659 1.51406
12 H 2.36163 -1.72276 1.46562
13 H -2.51293 -1.45141 0.64422
14 N -1.43637 0.72446 1.11831
15 H 1.51098 -1.16492 0.01534
16 C -0.56397 0.70510 -1.17292
17 H 0.59568 -1.80079 1.39235
18 C 0.53420 1.38865 -1.02180

Forces on atoms 1 to 2 (eV/Å):
C 0.05 -0.12 0.03
H -0.05 -0.02 -0.06